ORCA calculation (ωB97M-V/def2-TZVPD) on a molecular structure, C57H51AsINO2P2RhS3 in a non-equilibrium geometry.

Structure (XYZ):
```
119
Properties=species:S:1:pos:R:3:forces:R:3:mulliken_spin:R:1
Rh 12.02843 16.82488 11.74615 0.2 -0.1 -0.3 2.39
S 13.87637 16.96327 13.81650 0.0 0.2 -0.9 0.12
P 14.85740 17.55188 12.11242 -0.5 -0.7 1.3 0.03
C 13.82458 17.40931 10.76975 0.5 -0.2 1.5 0.12
P 13.79317 17.64755 9.12660 -0.6 0.5 -1.9 0.02
S 11.96753 17.45464 8.35383 0.0 -0.1 0.2 0.03
C 14.85213 16.52605 8.10611 -0.4 0.1 0.4 0.00
C 15.60050 16.94706 7.00205 -0.8 -0.8 1.0 0.00
C 16.12064 15.96186 6.20440 0.8 -0.4 -1.2 0.00
C 15.95946 14.59610 6.47454 -0.6 -0.2 -1.1 0.00
C 15.16912 14.17635 7.53512 0.1 -0.2 0.8 0.00
C 14.63243 15.17618 8.35238 0.2 -0.7 0.8 0.04
C 14.44886 19.25458 8.50554 1.5 0.3 0.9 0.01
C 13.86678 20.08526 7.57294 0.0 0.7 0.0 -0.01
C 14.43320 21.31047 7.21712 -0.7 -0.1 -0.3 0.00
C 15.64489 21.70614 7.74991 0.6 0.6 -0.7 0.00
C 16.28926 20.90799 8.66335 -0.3 -2.0 0.3 0.00
C 15.69137 19.66264 9.01154 0.3 1.1 -0.1 0.01
C 15.41457 19.25983 12.44915 0.4 0.6 0.1 -0.01
C 14.71410 20.34248 11.94067 -0.5 -0.1 -0.1 0.02
C 15.15403 21.66173 12.08415 -1.3 -0.9 -1.0 0.00
C 16.33741 21.88833 12.74025 -0.4 0.7 -0.2 0.00
C 17.06321 20.84251 13.25866 0.9 -1.1 1.8 0.00
C 16.55342 19.53603 13.19742 1.3 -0.9 -0.6 -0.01
C 16.48865 16.61799 12.17648 -0.7 -0.2 0.3 -0.01
C 16.86824 15.74628 13.19314 0.8 0.0 -0.6 0.00
C 18.12531 15.13825 13.18027 -0.4 -0.3 0.6 0.00
C 19.02411 15.33971 12.15141 0.2 -0.5 -0.5 0.00
C 18.54915 16.02736 11.04244 1.0 0.0 -0.9 0.00
C 17.32916 16.67988 11.09820 0.2 0.7 -1.4 0.01
H 15.64710 17.99042 6.77139 0.3 0.3 -0.2 0.00
H 16.62526 16.26368 5.27350 -0.1 -0.3 0.5 0.00
H 16.23655 13.87641 5.68838 0.3 0.3 0.6 0.00
H 15.00001 13.09552 7.78398 0.1 1.2 -0.4 0.00
H 14.06614 14.91092 9.26436 0.2 0.2 -0.7 -0.01
H 12.97146 19.76361 7.11014 -1.0 -0.2 -0.3 0.00
H 13.89032 21.96271 6.51899 0.4 -0.4 0.2 0.00
H 16.18544 22.55587 7.31438 -0.5 0.0 0.5 0.00
H 17.28043 21.14837 9.03276 -0.1 0.1 0.1 0.00
H 16.21088 19.00240 9.69382 0.1 0.2 0.1 -0.01
H 13.79352 20.07484 11.44126 -0.2 0.4 -0.4 -0.01
H 14.55638 22.44572 11.57045 0.6 -0.4 0.7 0.00
H 16.57065 22.92479 12.85504 0.8 0.4 0.2 0.00
H 17.99707 20.98900 13.86864 -1.0 0.1 -0.8 0.00
H 17.13032 18.64021 13.55397 -0.4 1.2 0.0 0.00
H 16.19203 15.45802 13.94416 -0.9 0.0 0.9 0.00
H 18.32131 14.39596 13.95187 0.2 0.3 0.1 0.00
H 20.02904 14.87132 12.14130 -0.8 0.2 0.0 0.00
H 19.13019 15.98223 10.09009 -0.5 0.4 0.9 0.00
H 16.98438 17.26550 10.24284 0.3 -0.3 0.0 0.00
S 8.53465 15.88649 8.78767 0.2 -0.3 0.4 0.69
C 9.07973 15.16015 10.12052 -0.2 0.0 -0.6 0.97
I 12.05090 23.88177 9.63348 0.1 -0.3 0.3 0.00
C 11.54958 22.19189 10.79898 -0.5 -1.3 -1.4 0.00
C 11.00382 21.05503 10.14552 1.1 2.7 -0.8 0.01
C 10.55164 20.02748 10.86323 -0.1 -3.5 1.1 0.00
C 10.58481 20.01108 12.25896 -0.1 0.8 -0.6 0.00
C 11.15593 21.15242 12.88009 -1.7 -3.5 1.1 0.00
C 11.70428 22.16812 12.15907 0.2 1.1 0.0 0.00
C 9.89756 18.79782 13.00453 0.9 5.1 0.6 0.02
O 9.14257 19.18242 13.88958 -0.9 -0.5 0.7 0.01
O 10.25133 17.69296 12.66447 0.7 -3.4 -1.0 0.08
H 11.00035 20.95413 9.08100 0.0 0.3 -0.6 0.00
H 10.34780 19.05639 10.35377 -0.3 0.9 0.2 0.00
H 11.03523 21.01286 13.96043 0.7 1.0 -0.1 0.00
H 12.23846 22.96439 12.62594 0.1 0.5 0.5 0.00
C 11.70414 8.45018 8.17993 -0.6 -1.2 3.5 0.00
C 11.54475 9.73781 8.93330 0.0 1.5 0.2 0.00
C 11.62465 9.81405 10.32927 -1.3 -0.2 0.4 0.01
C 11.17111 10.93123 11.07053 0.3 0.1 -0.8 -0.02
C 11.01149 10.76849 12.59280 -1.3 0.0 -1.6 0.01
C 10.93787 12.09100 10.31830 -1.2 1.2 0.6 0.18
As 10.05288 13.90217 11.01888 0.2 0.1 1.0 0.11
N 11.41243 14.74759 11.80304 0.3 -0.1 0.8 0.18
C 12.31734 13.99202 12.59158 0.6 -0.8 0.4 0.03
C 13.41062 13.38607 11.95742 0.0 0.9 -2.0 -0.01
C 14.38170 12.67793 12.61996 0.6 -1.0 0.2 -0.02
C 14.38944 12.52959 13.99340 -0.5 1.2 1.0 0.02
C 13.35808 13.19535 14.69848 0.2 -1.4 0.2 -0.01
C 12.29159 13.79458 14.00404 1.2 -0.3 -0.5 0.03
C 8.68285 13.37134 12.38696 0.9 -0.1 -0.8 0.10
C 8.48854 13.93587 13.64196 -1.1 -0.3 0.9 -0.05
C 8.97515 15.30655 13.90961 -1.3 -0.5 0.5 0.09
C 7.62210 13.26654 14.55535 1.0 0.5 -0.3 0.01
C 7.10475 12.00864 14.26386 0.5 0.8 0.8 0.00
C 6.66455 11.15330 15.40456 -0.3 1.8 0.9 0.00
C 7.19199 11.58507 12.96754 0.4 1.0 -0.1 0.00
C 7.88356 12.32143 12.00147 -0.3 -1.4 1.0 -0.06
C 7.59582 11.93853 10.61458 0.6 1.7 -0.9 0.02
C 11.06898 12.13292 8.92401 -0.7 1.3 -0.4 -0.13
C 10.78416 13.42177 8.07528 1.8 -2.3 -0.9 0.05
C 11.30688 10.96063 8.25970 0.6 -1.7 -0.5 0.01
H 11.93985 8.49817 7.19240 1.3 0.7 -2.8 0.00
H 10.78736 7.83691 8.13744 0.0 0.3 0.5 0.00
H 12.43911 7.86431 8.76494 -0.2 -0.1 -0.7 0.00
H 11.76253 8.94982 10.97570 0.3 -0.4 -0.5 0.00
H 10.51024 11.65496 12.98817 0.2 -0.3 0.3 0.00
H 11.98342 10.64669 12.98668 1.1 0.1 0.8 0.00
H 10.42282 9.84613 12.82436 0.3 0.8 -0.2 0.00
H 13.54096 13.56561 10.84003 -0.4 -0.4 1.6 0.01
H 15.13686 12.14077 12.06720 0.2 0.2 -0.3 0.00
H 15.21168 12.03873 14.54378 -0.6 0.2 -0.5 0.00
H 13.37533 13.04312 15.81921 -0.4 0.6 -1.4 0.00
H 11.47864 14.08339 14.60070 -1.1 0.8 0.5 0.01
H 8.94027 15.62670 14.92448 -0.2 0.1 0.9 0.00
H 8.42539 15.99462 13.31000 -0.9 0.6 -0.3 -0.02
H 9.91025 15.49770 13.54040 2.6 0.1 -0.7 -0.03
H 7.43404 13.67761 15.55780 0.3 0.0 -0.5 0.00
H 5.81254 10.56184 15.22350 -1.2 -0.8 -0.4 0.00
H 6.46804 11.78948 16.30617 0.0 -0.5 -0.7 0.00
H 7.46121 10.51621 15.67528 1.0 -0.9 0.3 0.00
H 6.73313 10.68948 12.67581 -0.7 -1.2 -0.4 0.00
H 7.20154 12.85506 10.17364 -0.4 -0.1 -0.4 0.00
H 6.88737 11.17250 10.59831 -1.2 -1.2 -0.2 0.00
H 8.40118 11.68631 9.96102 0.9 -0.4 -0.2 -0.02
H 11.10613 14.31338 8.56442 0.5 0.7 0.1 -0.01
H 9.75358 13.53073 7.85361 -1.1 0.0 0.0 0.01
H 11.30502 13.28668 7.06115 -0.5 0.4 1.5 -0.01
H 11.34826 10.93176 7.16604 -0.1 0.2 0.3 0.00
```
Positions in Å, forces in eV/Å.

The HOMO-LUMO gap (alpha / beta) is 0.1782 / 0.2296 Ha. The LUMO energy (alpha / beta) comes out at 3.462 / 3.462 eV. As for the spin multiplicity: 6. Its expectation value of S² is 8.770. The value obtained for the molar mass is 1244.9 g/mol. As for the total charge: -2.

***

ORCA calculation (ωB97M-V/def2-TZVPD) on a molecular structure, C57H56AsN3O4RuS2Te in a non-equilibrium geometry.

Structure (XYZ):
```
125
Properties=species:S:1:pos:R:3:forces:R:3:lowdin_charge:R:1
Ru -0.66604 -0.55529 2.13375 0.5 -0.1 0.8 0.88
C -2.32274 3.10051 3.78255 0.4 -0.1 0.1 0.00
C -1.70034 2.41891 2.58975 0.5 0.0 0.7 -0.22
N -0.72634 1.58231 2.78105 -0.9 -1.8 -1.1 -0.05
N -0.15914 1.50851 3.99945 0.8 0.5 1.4 -0.11
C -0.35604 0.54101 4.81125 -0.3 0.4 -0.3 -1.14
S -1.46484 -0.76739 4.54635 0.0 -0.1 -1.6 0.58
S 0.56796 0.52701 6.30335 0.3 -0.1 0.1 0.92
C 2.07246 1.42781 5.74825 -0.6 -0.3 0.0 -0.39
C 1.83486 2.88961 5.57785 0.2 0.3 0.0 -0.31
C 1.55476 3.68631 6.68145 0.1 -0.1 -0.1 -0.06
C 1.28286 5.03221 6.51965 -0.1 0.1 0.1 -0.09
C 1.28326 5.59341 5.25315 -0.1 0.1 0.0 -0.10
C 1.57546 4.80761 4.15065 0.0 0.0 -0.1 -0.09
C 1.85436 3.46261 4.31275 0.2 0.1 0.1 -0.07
C -2.17814 2.79161 1.26115 -0.2 -0.3 -0.8 -0.08
C -2.93284 3.96881 1.14705 0.1 -0.1 -0.1 -0.03
C -3.47034 4.39371 -0.04975 -0.1 0.1 -0.1 -0.08
C -3.26494 3.64861 -1.19995 0.0 -0.1 0.3 -0.06
C -2.50694 2.49661 -1.13375 0.1 -0.3 -0.1 -0.02
C -1.95734 2.05861 0.06905 -0.4 0.3 0.0 -0.18
O -1.19884 0.93001 0.12825 0.0 -0.5 0.0 -0.14
H -2.10544 2.53031 4.68455 -0.1 0.1 -0.1 0.07
H -3.40084 3.17491 3.66225 0.0 0.0 -0.1 0.09
H -1.89864 4.09621 3.91705 0.0 0.1 0.0 0.09
H 2.37476 0.95011 4.81115 0.1 0.1 0.2 0.06
H 2.80276 1.22121 6.53015 0.1 -0.1 0.0 0.08
H 1.54236 3.24211 7.66735 0.0 0.0 0.1 0.11
H 1.05526 5.64301 7.38125 0.0 0.1 0.1 0.10
H 1.05306 6.64071 5.12755 0.0 0.1 0.0 0.10
H 1.56936 5.23981 3.15985 0.0 0.0 -0.1 0.10
H 2.07746 2.84271 3.45565 0.0 0.0 -0.1 0.10
H -3.10594 4.57001 2.02515 0.0 0.0 0.1 0.10
H -4.05344 5.30251 -0.08645 0.0 0.0 0.0 0.10
H -3.70274 3.95551 -2.13965 0.0 0.0 -0.1 0.11
H -2.31444 1.92301 -2.03005 0.0 0.0 0.1 0.02
O -4.34694 -0.49349 2.44185 -0.3 0.1 0.0 -0.09
H -3.77374 -0.50609 3.21545 0.1 0.0 0.0 -0.05
H -3.80764 -0.84029 1.71895 0.1 0.0 0.1 -0.02
O 1.14916 -0.92529 0.08065 0.0 0.3 0.4 -0.09
H 0.78456 -0.19709 -0.44345 -0.1 -0.2 -0.2 0.04
H 0.91536 -1.73719 -0.38385 -0.1 0.0 -0.1 0.04
C 0.50316 -5.71369 0.89805 -0.1 0.0 0.0 -0.08
C 1.82996 -5.31749 0.92465 0.0 -0.1 0.0 -0.07
C 2.18556 -4.11129 1.50395 0.2 0.2 0.0 -0.09
C 1.21886 -3.28869 2.06785 -0.1 0.1 -0.1 -0.37
C -0.11714 -3.68059 2.00505 -0.1 0.4 0.2 -0.14
C -0.47304 -4.88749 1.43005 -0.1 -0.1 0.0 -0.08
As 1.60616 -1.57889 2.93045 -0.1 -0.3 0.2 1.32
C 1.88626 -2.22509 4.76235 -0.1 0.2 0.1 -0.38
C 2.93806 -1.74989 5.54045 0.1 0.1 -0.4 -0.16
C 3.04056 -2.09649 6.87495 0.1 0.0 0.1 -0.09
C 2.09086 -2.91659 7.45835 0.0 0.0 0.0 -0.08
C 1.04326 -3.39969 6.69405 -0.1 0.0 0.0 -0.08
C 0.94006 -3.05219 5.35835 -0.1 0.0 -0.3 -0.14
C 3.47746 -1.30429 2.41605 -0.3 0.4 -0.1 -0.37
C 3.79016 -0.21899 1.60675 -0.3 0.1 0.0 -0.11
C 5.09606 0.01061 1.20515 0.1 0.1 0.0 -0.08
C 6.10476 -0.84149 1.62045 0.0 0.0 0.0 -0.08
C 5.80446 -1.92119 2.43565 0.1 -0.1 0.0 -0.08
C 4.49966 -2.15309 2.83375 -0.3 -0.2 0.2 -0.14
H 0.22796 -6.65829 0.45255 0.0 -0.1 0.0 0.11
H 2.59186 -5.95209 0.49475 0.1 0.0 0.0 0.10
H 3.22346 -3.80229 1.50445 0.0 -0.1 0.0 0.09
H -0.89974 -3.02879 2.41265 0.1 -0.2 0.0 0.06
H -1.51144 -5.18179 1.39755 -0.1 0.0 0.0 0.11
H 3.67746 -1.09169 5.09575 0.0 0.0 0.1 0.10
H 3.85726 -1.71189 7.46715 0.1 0.0 0.1 0.11
H 2.16456 -3.16449 8.50675 0.0 -0.1 0.1 0.10
H 0.29136 -4.03479 7.14065 0.0 0.0 0.0 0.11
H 0.09836 -3.41449 4.77825 0.1 0.0 0.1 0.08
H 2.98806 0.43541 1.28265 0.1 0.0 0.0 0.09
H 5.33106 0.85601 0.57415 0.0 0.1 0.0 0.11
H 7.12586 -0.66589 1.31255 0.0 0.0 0.0 0.10
H 6.59426 -2.58179 2.76175 0.0 -0.1 0.0 0.11
H 4.26806 -2.99469 3.47915 0.1 0.1 0.0 0.11
C 1.25376 4.09941 -8.89205 0.0 0.0 0.0 -0.05
C 0.83606 3.23641 -7.73645 0.0 -0.1 0.0 -0.27
C 1.67346 2.26501 -7.21145 -0.1 0.1 0.0 -0.02
C 1.29616 1.49081 -6.12155 0.0 -0.2 0.1 -0.32
C 2.26186 0.47721 -5.58745 0.0 -0.1 -0.1 -0.10
C 0.03936 1.67321 -5.54315 -0.1 -0.2 0.3 -0.42
Te -0.50644 0.58171 -3.75875 0.3 0.5 -0.8 1.50
N -1.34294 -0.04159 -0.94525 -0.1 -0.3 -0.3 0.01
C -1.78454 -1.18069 -0.45445 0.0 1.0 -0.3 -0.49
O -2.22554 -1.34709 0.72245 0.1 0.2 1.6 -0.16
C -1.71494 -2.41379 -1.28385 -0.1 -0.2 0.0 -0.15
C -0.73414 -2.64609 -2.23885 0.0 0.2 0.1 -0.07
C -0.61424 -3.89329 -2.82495 0.1 -0.1 -0.1 -0.06
C -1.45964 -4.92399 -2.44945 0.0 0.0 -0.1 -0.08
C -2.44694 -4.69719 -1.50405 -0.1 0.0 0.0 -0.08
C -2.57384 -3.45009 -0.92665 -0.1 0.0 0.0 -0.03
C -2.32974 -0.33689 -4.37355 0.2 0.0 0.1 -0.44
C -3.36604 -0.35899 -3.45345 0.0 0.2 0.2 -0.15
C -4.56724 -0.98009 -3.73615 -0.1 0.0 0.0 -0.08
C -4.74704 -1.59289 -4.96145 0.0 0.0 0.0 -0.08
C -3.70844 -1.59269 -5.87385 0.0 0.0 -0.1 -0.05
C -2.48954 -0.98289 -5.59755 0.2 0.0 -0.2 -0.31
C -1.38334 -1.04119 -6.60545 0.0 0.0 -0.1 -0.06
C -0.81504 2.64881 -6.05915 -0.1 0.1 0.1 -0.31
C -2.16154 2.89271 -5.45295 -0.1 0.1 0.0 -0.07
C -0.40874 3.40801 -7.14725 0.1 0.0 0.0 -0.02
H 2.18716 3.75411 -9.33115 0.0 0.0 0.0 0.07
H 1.39566 5.12941 -8.56325 0.0 0.1 0.0 0.08
H 0.48576 4.10421 -9.66465 0.0 0.0 -0.1 0.08
H 2.64946 2.10981 -7.65305 0.1 0.0 0.0 0.11
H 3.12176 0.38051 -6.24495 0.1 0.0 0.0 0.07
H 1.77596 -0.49369 -5.49885 0.1 -0.1 0.1 0.05
H 2.62276 0.77091 -4.60135 0.0 -0.1 0.1 0.07
H -0.06024 -1.84829 -2.51655 0.1 0.0 0.0 0.03
H 0.15986 -4.06459 -3.56005 0.0 0.0 0.0 0.11
H -1.34414 -5.90569 -2.88505 0.0 -0.1 -0.1 0.10
H -3.10404 -5.49969 -1.19955 -0.1 0.0 0.0 0.11
H -3.31964 -3.27039 -0.16715 0.0 0.0 0.1 0.12
H -3.22724 0.10101 -2.49015 -0.1 0.1 0.1 0.06
H -5.36094 -0.97739 -3.00485 -0.1 0.0 0.1 0.11
H -5.68324 -2.07619 -5.19885 -0.1 0.0 0.0 0.10
H -3.84014 -2.08789 -6.82495 0.0 -0.1 -0.1 0.11
H -1.61174 -1.76119 -7.38985 0.0 0.0 0.0 0.08
H -0.44624 -1.33369 -6.12565 0.0 0.0 0.0 0.06
H -1.22464 -0.06599 -7.06975 0.1 0.0 0.0 0.08
H -2.08864 2.91841 -4.36465 -0.1 0.0 0.0 0.04
H -2.84514 2.08711 -5.72375 -0.1 0.0 0.1 0.08
H -2.57534 3.83771 -5.79625 -0.1 0.0 -0.1 0.08
H -1.07704 4.15971 -7.54425 -0.1 0.1 0.0 0.12
```
Positions in Å, forces in eV/Å.

The HOMO-LUMO gap (alpha / beta) is 0.2531 / 0.2540 Ha. The LUMO energy (alpha / beta) comes out at -0.583 / -0.559 eV. As for the spin multiplicity: 1. The value obtained for the molar mass is 1214.8 g/mol.